No. 1
# C36H51FMoN13O3PS4

A structure of composition C36H51FMoN13O3PS4 at a distorted geometry (ωB97M-V/def2-TZVPD, the OMol25 dataset).

Geometry (Å):
Mo (-0.312, -0.053, -0.259)
N (2.120, -0.869, 2.527)
N (1.281, -1.195, 3.585)
C (-0.037, -1.003, 3.527)
N (-0.738, -1.246, 4.626)
S (-0.933, -0.462, 2.167)
H (2.675, -1.682, 2.287)
H (2.745, -0.125, 2.819)
H (1.687, -1.466, 4.471)
H (-0.308, -1.533, 5.493)
H (-1.735, -1.104, 4.623)
C (3.516, 0.068, -0.148)
C (2.702, 1.279, 0.167)
N (1.389, 1.345, 0.234)
C (0.968, 2.630, 0.545)
C (1.964, 3.528, 0.707)
S (3.468, 2.768, 0.476)
C (-0.462, 2.849, 0.681)
C (-1.089, 3.979, 1.069)
S (-2.768, 3.710, 1.159)
C (-2.576, 2.101, 0.668)
N (-1.316, 1.779, 0.426)
C (-3.761, 1.204, 0.584)
H (2.933, -0.830, 0.020)
H (4.412, 0.037, 0.473)
H (3.847, 0.100, -1.189)
H (1.890, 4.579, 0.944)
H (-0.648, 4.930, 1.325)
H (-4.564, 1.576, 1.219)
H (-3.499, 0.195, 0.904)
H (-4.123, 1.172, -0.444)
F (1.062, -6.556, 1.480)
C (1.580, -5.940, 0.407)
C (1.326, -4.613, 0.265)
C (1.830, -3.890, -0.828)
C (1.451, -2.519, -1.054)
O (0.739, -1.911, -0.164)
C (1.904, -1.947, -2.255)
C (2.744, -2.654, -3.088)
N (3.149, -3.897, -2.847)
C (4.060, -4.541, -3.796)
C (5.414, -4.984, -3.329)
C (5.284, -3.793, -4.225)
C (2.638, -4.582, -1.747)
C (2.889, -5.947, -1.580)
C (2.376, -6.677, -0.512)
N (2.619, -8.037, -0.383)
C (3.859, -8.644, -0.854)
C (3.569, -9.890, -1.690)
N (2.396, -10.645, -1.099)
C (2.240, -10.356, 0.365)
C (1.877, -8.886, 0.566)
C (1.475, -0.600, -2.709)
O (1.882, -0.071, -3.703)
O (0.564, -0.042, -1.920)
H (0.728, -4.111, 1.015)
H (3.108, -2.182, -3.992)
H (3.540, -5.139, -4.533)
H (5.811, -5.902, -3.743)
H (5.684, -4.804, -2.295)
H (5.587, -3.873, -5.259)
H (5.468, -2.824, -3.779)
H (3.484, -6.443, -2.331)
H (4.492, -8.899, 0.001)
H (4.434, -7.954, -1.461)
H (4.437, -10.546, -1.693)
H (3.319, -9.642, -2.718)
H (2.518, -11.648, -1.250)
H (1.538, -10.382, -1.583)
H (3.177, -10.622, 0.847)
H (1.458, -10.987, 0.778)
H (2.086, -8.645, 1.608)
H (0.809, -8.747, 0.404)
C (-4.445, 2.304, -4.277)
N (-3.023, 2.471, -4.506)
C (-2.541, 3.298, -5.626)
C (-1.013, 3.295, -5.440)
N (-0.851, 2.421, -4.270)
C (-2.018, 1.992, -3.786)
S (-2.204, 0.964, -2.427)
H (-4.931, 2.039, -5.215)
H (-4.887, 3.231, -3.912)
H (-4.610, 1.513, -3.553)
H (-2.967, 4.298, -5.564)
H (-2.849, 2.853, -6.571)
H (-0.622, 4.287, -5.228)
H (-0.490, 2.893, -6.304)
H (0.034, 2.048, -3.970)
C (-2.820, -4.800, -0.527)
N (-2.600, -4.226, -1.856)
C (-3.894, -3.820, -2.416)
N (-4.575, -2.870, -1.545)
C (-4.787, -3.476, -0.234)
N (-3.521, -3.891, 0.375)
C (-2.707, -2.759, 0.759)
P (-2.196, -1.719, -0.725)
C (-1.647, -3.136, -1.836)
C (-3.934, -1.584, -1.500)
H (-1.855, -5.065, -0.088)
H (-3.418, -5.703, -0.639)
H (-4.517, -4.706, -2.522)
H (-3.744, -3.377, -3.401)
H (-5.421, -4.353, -0.351)
H (-5.293, -2.765, 0.421)
H (-1.805, -3.100, 1.269)
H (-3.266, -2.126, 1.449)
H (-0.689, -3.513, -1.489)
H (-1.527, -2.732, -2.844)
H (-3.803, -1.191, -2.504)
H (-4.534, -0.883, -0.924)

Values from the calculation:
expectation value of S²: 2.031
HOMO (alpha / beta): -16.27 / -16.26 eV
energy relative to the best compared isomer or geometry (same formula, charge and spin): 1.631 eV
charge: +4
spin multiplicity: 3

***

No. 2
# C36H52AlBBr5ClFN8O13S

A structure of composition C36H52AlBBr5ClFN8O13S at a distorted geometry (ωB97M-V/def2-TZVPD, the OMol25 dataset).

Geometry (Å):
C (0.775, 2.034, 2.024)
C (0.415, 3.460, 1.631)
C (0.578, 4.443, 2.604)
C (0.317, 5.779, 2.337)
C (-0.126, 6.134, 1.071)
C (-0.315, 5.160, 0.110)
C (-0.059, 3.806, 0.357)
C (-0.310, 2.852, -0.794)
N (-1.174, 1.670, -0.431)
C (-2.591, 2.026, -0.787)
C (-3.572, 0.895, -0.437)
B (-4.069, 0.939, 1.082)
O (-5.131, 1.776, 1.413)
N (-3.456, 0.102, 2.131)
C (-3.077, 1.043, 3.244)
C (-4.487, -0.800, 2.701)
N (-3.095, -0.463, -0.798)
C (-1.718, -0.688, -0.499)
O (-1.386, -2.004, -1.019)
C (-1.154, -2.805, -0.030)
N (-0.845, -3.517, 0.815)
C (-0.748, 0.379, -1.084)
C (0.652, -0.047, -0.602)
O (1.153, -1.066, -1.441)
C (2.397, -1.517, -1.055)
C (2.520, -2.799, -0.552)
C (3.770, -3.275, -0.177)
C (4.880, -2.443, -0.291)
C (4.745, -1.157, -0.787)
C (3.502, -0.659, -1.188)
C (-0.808, 0.475, -2.625)
O (-1.836, 0.418, -3.217)
N (0.443, 0.662, -3.311)
C (0.621, 2.002, -3.698)
O (-0.153, 2.675, -4.235)
F (1.889, 2.443, -3.437)
H (1.211, 2.067, 3.025)
H (1.533, 1.598, 1.374)
H (-0.105, 1.383, 2.127)
H (0.920, 4.135, 3.586)
H (0.472, 6.503, 3.126)
H (-0.303, 7.180, 0.845)
H (-0.656, 5.434, -0.886)
H (-0.873, 3.424, -1.532)
H (0.615, 2.567, -1.298)
H (-1.189, 1.477, 0.576)
H (-2.837, 2.874, -0.142)
H (-2.703, 2.264, -1.842)
H (-4.462, 1.076, -1.054)
H (-5.933, 1.340, 1.086)
H (-2.331, 0.582, 3.879)
H (-4.039, 1.372, 3.878)
H (-2.691, 1.959, 2.786)
H (-5.346, -0.256, 3.111)
H (-4.885, -1.488, 1.943)
H (-4.078, -1.422, 3.500)
H (-3.593, -1.127, -0.208)
H (-1.511, -0.683, 0.588)
H (0.563, -0.429, 0.426)
H (1.354, 0.790, -0.573)
H (1.619, -3.398, -0.475)
H (3.820, -4.293, 0.209)
H (5.857, -2.815, -0.011)
H (5.621, -0.526, -0.882)
H (3.377, 0.357, -1.562)
H (0.304, 0.177, -4.235)
Br (-3.431, 2.347, 5.247)
C (3.703, 6.195, -0.015)
N (3.608, 5.705, 1.388)
O (4.123, 4.636, 1.651)
O (3.016, 6.412, 2.174)
H (4.254, 5.467, -0.600)
H (2.689, 6.310, -0.388)
H (4.222, 7.149, 0.007)
Al (3.165, -1.018, -3.557)
Cl (0.075, 1.132, -6.198)
C (6.589, 2.049, -4.602)
C (5.789, 1.028, -3.959)
N (5.169, 0.201, -3.454)
H (7.545, 1.641, -4.934)
H (6.081, 2.459, -5.474)
H (6.797, 2.873, -3.922)
O (-2.538, -7.602, -5.014)
C (-3.145, -6.773, -4.400)
O (-2.700, -5.496, -4.403)
C (-3.430, -4.403, -3.852)
C (-3.188, -4.275, -2.361)
C (-4.345, -7.136, -3.556)
H (-4.491, -4.476, -4.097)
H (-3.058, -3.513, -4.358)
H (-3.532, -5.156, -1.819)
H (-3.704, -3.400, -1.962)
H (-2.121, -4.177, -2.163)
H (-4.000, -7.507, -2.592)
H (-4.893, -7.924, -4.067)
H (-5.044, -6.317, -3.400)
C (-5.449, -2.264, 6.876)
C (-6.170, -1.303, 6.055)
N (-6.741, -0.540, 5.416)
H (-4.959, -3.018, 6.261)
H (-4.684, -1.771, 7.474)
H (-6.123, -2.779, 7.558)
C (1.009, -4.996, 4.609)
C (1.174, -3.781, 3.723)
O (2.515, -3.328, 3.985)
S (3.443, -4.586, 4.315)
O (4.137, -4.963, 3.109)
O (4.133, -4.345, 5.521)
O (2.284, -5.655, 4.559)
H (0.810, -4.716, 5.645)
H (0.225, -5.661, 4.257)
H (0.456, -2.997, 3.947)
H (1.103, -4.046, 2.667)
Br (5.750, -5.084, 1.597)
C (5.038, 5.965, -4.665)
Br (6.513, 6.601, -3.599)
Br (5.572, 5.577, -6.470)
Br (4.176, 4.446, -3.844)
H (4.307, 6.759, -4.709)

Values from the calculation:
HOMO: -8.67 eV
charge: +1

***

No. 3
# C36H52BKN14S2

A structure of composition C36H52BKN14S2 at a distorted geometry (ωB97M-V/def2-TZVPD, the OMol25 dataset).

Geometry (Å):
K (0.294, -0.938, 0.800)
C (-3.562, 3.366, 0.923)
C (-3.214, 1.917, 1.014)
C (-3.977, 0.967, 1.665)
C (-3.255, -0.232, 1.552)
N (-2.142, -0.012, 0.878)
N (-2.101, 1.302, 0.535)
B (-0.809, 1.604, -0.305)
N (0.282, 2.436, 0.465)
N (1.303, 1.632, 0.866)
C (2.226, 2.391, 1.434)
C (1.804, 3.730, 1.418)
C (0.570, 3.719, 0.798)
C (-0.272, 4.929, 0.551)
C (3.536, 1.798, 1.901)
C (4.419, 2.890, 2.502)
C (3.290, 0.707, 2.948)
C (4.239, 1.176, 0.684)
N (-0.980, 1.878, -1.833)
N (-0.449, 0.838, -2.537)
C (-0.601, 1.092, -3.821)
C (-1.252, 2.325, -3.988)
C (-1.481, 2.792, -2.707)
C (-2.192, 4.069, -2.397)
C (-0.104, 0.088, -4.836)
C (1.403, -0.119, -4.630)
C (-0.828, -1.246, -4.605)
C (-0.372, 0.586, -6.255)
C (-3.588, -1.626, 2.032)
C (-4.955, -1.637, 2.714)
C (-2.516, -2.101, 3.022)
C (-3.604, -2.568, 0.819)
H (-4.507, 3.523, 1.438)
H (-3.683, 3.698, -0.106)
H (-2.815, 3.997, 1.407)
H (-4.920, 1.141, 2.156)
H (-0.302, 0.545, -0.358)
H (2.305, 4.604, 1.805)
H (-0.231, 5.584, 1.421)
H (-1.309, 4.670, 0.369)
H (0.107, 5.491, -0.304)
H (3.938, 3.343, 3.372)
H (4.619, 3.676, 1.771)
H (5.373, 2.468, 2.822)
H (2.785, 1.116, 3.826)
H (4.242, 0.276, 3.271)
H (2.669, -0.084, 2.531)
H (4.436, 1.938, -0.074)
H (3.598, 0.414, 0.238)
H (5.190, 0.725, 0.980)
H (-1.531, 2.827, -4.900)
H (-2.248, 4.660, -3.309)
H (-1.675, 4.655, -1.648)
H (-3.213, 3.885, -2.063)
H (1.589, -0.470, -3.614)
H (1.939, 0.823, -4.766)
H (1.796, -0.846, -5.349)
H (-0.640, -1.596, -3.589)
H (-0.490, -2.003, -5.321)
H (-1.906, -1.119, -4.723)
H (0.139, 1.534, -6.434)
H (-1.442, 0.732, -6.416)
H (-0.012, -0.140, -6.987)
H (-4.956, -0.988, 3.592)
H (-5.210, -2.647, 3.038)
H (-5.732, -1.291, 2.028)
H (-2.451, -1.422, 3.875)
H (-1.542, -2.128, 2.531)
H (-2.753, -3.102, 3.392)
H (-4.373, -2.260, 0.108)
H (-3.808, -3.596, 1.132)
H (-2.639, -2.530, 0.312)
N (2.184, -4.155, 1.094)
C (1.909, -3.652, 2.315)
N (1.364, -2.496, 2.542)
C (1.170, -2.287, 3.894)
C (1.568, -3.303, 4.699)
S (2.221, -4.599, 3.763)
C (0.606, -1.023, 4.347)
C (0.561, -0.605, 5.637)
S (-0.135, 0.968, 5.734)
C (-0.303, 0.955, 3.978)
N (0.113, -0.135, 3.414)
N (-0.879, 2.003, 3.357)
H (2.216, -3.508, 0.309)
H (2.790, -4.954, 1.042)
H (1.517, -3.381, 5.772)
H (0.909, -1.100, 6.528)
H (-0.893, 2.890, 3.826)
H (-0.837, 2.008, 2.350)
N (2.731, -2.614, -3.623)
C (3.810, -1.824, -3.314)
C (3.708, -1.577, -1.978)
N (2.595, -2.189, -1.472)
C (2.022, -2.813, -2.477)
C (0.788, -3.571, -2.390)
N (-0.044, -3.544, -1.375)
C (-1.119, -4.297, -1.745)
C (-0.921, -4.829, -2.986)
N (0.301, -4.362, -3.391)
H (2.479, -2.910, -4.547)
H (4.526, -1.515, -4.055)
H (4.353, -0.991, -1.344)
H (-1.967, -4.414, -1.090)
H (-1.526, -5.467, -3.606)
H (0.740, -4.571, -4.268)

Values from the calculation:
HOMO: -7.35 eV
energy relative to the best compared isomer or geometry (same formula, charge and spin): 1.428 eV

***

No. 4
# C36H53AsBrINO4P2RuS4

A structure of composition C36H53AsBrINO4P2RuS4 at a distorted geometry (ωB97M-V/def2-TZVPD, the OMol25 dataset).

Geometry (Å):
Ru (0.215, -0.391, -0.283)
C (-0.873, -0.362, 4.603)
C (-0.453, -0.944, 3.254)
C (0.664, -1.973, 3.460)
P (0.055, 0.271, 1.931)
C (-0.856, 1.827, 2.330)
C (-2.336, 1.636, 2.030)
C (-0.289, 2.971, 1.491)
C (1.765, 0.651, 2.355)
C (2.212, 1.168, 3.567)
C (3.556, 1.370, 3.835)
C (4.031, 1.934, 5.149)
C (4.457, 1.015, 2.827)
C (4.045, 0.519, 1.610)
C (2.669, 0.338, 1.320)
N (2.204, -0.102, 0.108)
C (3.169, -0.064, -0.943)
C (3.670, -1.254, -1.481)
C (3.209, -2.571, -0.938)
C (4.575, -1.205, -2.528)
C (5.000, 0.004, -3.067)
C (5.910, 0.034, -4.266)
C (4.529, 1.172, -2.493)
C (3.631, 1.164, -1.429)
C (3.203, 2.476, -0.828)
H (-1.159, -1.176, 5.276)
H (-1.724, 0.314, 4.522)
H (-0.051, 0.175, 5.078)
H (-1.319, -1.455, 2.819)
H (1.405, -1.585, 4.163)
H (1.184, -2.210, 2.532)
H (0.253, -2.905, 3.858)
H (-0.700, 2.045, 3.393)
H (-2.453, 1.382, 0.973)
H (-2.894, 2.555, 2.231)
H (-2.781, 0.831, 2.619)
H (-0.338, 2.729, 0.427)
H (0.752, 3.181, 1.745)
H (-0.876, 3.879, 1.653)
H (1.483, 1.444, 4.323)
H (3.185, 2.228, 5.772)
H (4.660, 2.817, 5.007)
H (4.619, 1.205, 5.715)
H (5.522, 1.145, 3.001)
H (4.780, 0.274, 0.854)
H (2.143, -2.704, -1.131)
H (3.346, -2.620, 0.147)
H (3.754, -3.394, -1.405)
H (4.938, -2.138, -2.952)
H (6.729, -0.682, -4.165)
H (6.340, 1.027, -4.408)
H (5.359, -0.219, -5.175)
H (4.843, 2.129, -2.898)
H (3.091, 3.230, -1.606)
H (3.949, 2.824, -0.104)
H (2.251, 2.389, -0.309)
S (-0.674, 4.387, -3.612)
As (-0.850, 2.324, -4.012)
S (0.530, -0.584, -2.611)
S (0.340, 1.386, -2.130)
S (0.081, 1.528, -5.709)
Br (-2.536, -5.815, 0.827)
C (-0.668, -6.066, 0.549)
C (-0.211, -7.369, 0.407)
C (1.144, -7.597, 0.233)
C (2.028, -6.527, 0.210)
C (1.553, -5.232, 0.340)
C (0.195, -4.987, 0.510)
I (-0.510, -2.956, 0.174)
H (-0.914, -8.190, 0.429)
H (1.506, -8.610, 0.111)
H (3.089, -6.701, 0.080)
H (2.239, -4.397, 0.300)
C (-5.235, -0.016, 0.747)
C (-5.044, -1.197, -0.194)
C (-6.403, -1.713, -0.659)
C (-4.267, -2.310, 0.492)
O (-4.408, -0.724, -1.380)
P (-2.846, -0.627, -1.840)
O (-2.868, 0.231, -3.036)
O (-1.985, -0.294, -0.632)
O (-2.500, -2.169, -2.170)
C (-2.840, -2.856, -3.387)
C (-4.255, -2.528, -3.851)
C (-1.831, -2.495, -4.469)
C (-2.731, -4.332, -3.019)
H (-5.745, -0.330, 1.662)
H (-5.826, 0.760, 0.257)
H (-4.267, 0.399, 1.007)
H (-7.016, -2.004, 0.199)
H (-6.278, -2.580, -1.308)
H (-6.921, -0.933, -1.219)
H (-4.816, -2.654, 1.374)
H (-3.289, -1.951, 0.806)
H (-4.116, -3.155, -0.182)
H (-4.348, -1.462, -4.057)
H (-4.988, -2.804, -3.091)
H (-4.469, -3.091, -4.764)
H (-1.857, -1.425, -4.672)
H (-2.060, -3.047, -5.386)
H (-0.821, -2.750, -4.145)
H (-3.460, -4.589, -2.246)
H (-1.733, -4.542, -2.628)
H (-2.909, -4.959, -3.896)

Values from the calculation:
expectation value of S²: 0.846
HOMO (alpha / beta): -1.27 / -1.58 eV
energy relative to the best compared isomer or geometry (same formula, charge and spin): 2.435 eV
charge: -2
spin multiplicity: 2